A structure of composition C12H12BCl3N8O3PdS2Si at a distorted geometry, computed with ωB97M-V/def2-TZVPD.

Atoms and positions in Å:
Pd: 1.04705 -1.77587 -0.66500
Cl: 4.42510 -5.47447 0.06252
Cl: 1.80163 -3.56463 1.14638
Cl: 0.03162 -3.82050 -1.62862
S: 3.40388 -1.92924 -2.14781
S: 3.11169 -0.15954 -1.25768
Si: 2.90263 -4.30928 -0.44731
O: 4.56138 -2.00023 -2.95574
O: 2.13520 -2.30227 -2.72476
O: 3.59791 -2.85677 -0.87679
N: -0.80331 3.27265 0.50666
N: 0.56672 0.80800 1.05230
N: 1.27378 -0.33254 1.06613
N: -1.53171 -0.45501 0.76983
N: -0.97480 -1.62336 0.40574
N: -1.53112 2.15113 0.68902
N: -0.01032 -0.18478 -1.80309
N: -0.64134 0.81679 -1.18220
C: -1.66395 -2.60980 0.95951
C: -2.71617 -2.07753 1.70428
C: -2.81395 2.49314 0.97814
C: -1.12971 1.65828 -2.11146
C: -0.78927 1.17867 -3.35938
C: 2.33883 -0.15800 1.84749
C: -0.07584 0.00552 -3.11243
C: -1.58689 4.30267 0.73888
C: 2.30345 1.11790 2.39428
C: -2.59086 -0.71248 1.56229
C: 1.16597 1.69865 1.86391
C: -2.89036 3.86180 1.03480
B: -0.82361 0.85191 0.35142
H: 3.07004 -0.93617 1.98204
H: 3.00925 1.55766 3.07368
H: 0.76973 2.68572 2.00340
H: 0.37560 -0.68700 -3.80144
H: -3.45457 -2.61877 2.26448
H: -3.18603 0.07037 1.99110
H: -3.59865 1.77234 1.10831
H: -1.39344 -3.63754 0.79232
H: -1.21503 5.30808 0.65586
H: -1.67668 2.54394 -1.84632
H: -3.75515 4.46890 1.22872
H: -1.03867 1.60167 -4.31345

Lowest unoccupied orbital energy (alpha / beta), eV: -7.4 / -7.5
Kohn-Sham gap (alpha / beta), eV: 4.449 / 4.401
Expectation value of S²: 0.778
Largest force on an atom, eV/A: 6.69
Total charge: +1
2S+1: 2
Relative energy (zero: lowest compared OMol25 entry of this formula, charge and spin), kJ/mol: 461.1

---

An isolated molecule of C12H12BrP at a distorted geometry, computed with ωB97M-V/def2-TZVPD.

Atoms and positions in Å:
Br: 3.75651 1.19834 0.37711
P: 0.78101 0.79350 -1.17009
C: -3.33211 1.14161 -1.00801
C: 1.43640 -0.70248 -0.42942
C: 0.08002 1.46883 0.44592
C: -1.90027 0.98522 -0.76060
C: 2.88685 -0.43658 0.15600
C: 1.80436 -3.06819 -0.04233
C: 3.10920 -2.80059 0.33977
C: -1.24482 1.50464 0.41549
C: 3.60854 -1.55489 0.45051
C: -2.06398 2.02429 1.59880
C: 1.00978 -1.97297 -0.49197
C: -0.99660 0.47680 -1.64474
H: -3.67238 2.12130 -0.72199
H: -2.78589 2.76173 1.16296
H: 4.63241 -1.37563 0.76145
H: -1.50038 2.46699 2.41420
H: 0.64066 1.92093 1.25773
H: -3.98356 0.57950 -0.29980
H: 3.70953 -3.69414 0.65521
H: -1.27812 0.16001 -2.57468
H: -0.08848 -2.22894 -0.94343
H: -2.47623 1.16071 2.18787
H: -3.41089 1.07269 -2.09198
H: 1.27844 -4.00267 -0.04396

Lowest unoccupied orbital energy, eV: 0.6
SMILES: Cc1cp(-c2ccccc2Br)cc1C
Kohn-Sham gap, eV: 8.889
Largest force on an atom, eV/A: 5.09
Total charge: 0
2S+1: 1
Relative energy (zero: lowest compared OMol25 entry of this formula, charge and spin), kJ/mol: 67.4

---

An isolated molecule of C12H12Cl2N2O2S, computed with ωB97M-V/def2-TZVPD.

Atoms and positions in Å:
Cl: -5.31798 1.93019 0.64994
Cl: -6.23881 -1.06760 0.62439
S: 1.86027 1.35652 1.19959
O: -0.60452 2.58917 -0.82800
O: 1.40303 -1.44709 -1.20975
N: 2.98872 -1.41892 0.37643
N: -0.74818 0.31693 -1.02532
C: -2.46642 -1.28890 -0.63444
C: -2.05112 0.04427 -0.62790
C: -4.22797 0.69140 0.15729
C: 2.24794 0.69805 -0.48719
C: 2.74914 0.13027 2.23262
C: 2.14764 -0.81259 -0.48219
C: -2.94327 1.03557 -0.22722
C: 1.35100 1.38111 -1.51985
C: 3.71362 -0.70165 1.39569
C: -3.74800 -1.62455 -0.25075
C: -0.10839 1.51524 -1.07575
C: -4.63841 -0.63802 0.14736
H: 4.46463 -0.04789 0.93758
H: 2.00208 -0.51066 2.70298
H: 1.39568 0.81208 -2.45142
H: -4.06944 -2.65393 -0.25726
H: 3.29103 0.96714 -0.68642
H: 2.91610 -2.42412 0.43685
H: 3.28028 0.69086 2.99945
H: -0.19091 -0.50110 -1.27182
H: 1.71893 2.39233 -1.69709
H: 4.23142 -1.42151 2.03158
H: -2.63207 2.06703 -0.21593
H: -1.77607 -2.05963 -0.94345

Lowest unoccupied orbital energy, eV: 0.4
SMILES: O=C(C[C@H]1SCCNC1=O)Nc1ccc(Cl)c(Cl)c1
Kohn-Sham gap, eV: 8.643
Largest force on an atom, eV/A: 0.60
Total charge: 0
2S+1: 1
Relative energy (zero: lowest compared OMol25 entry of this formula, charge and spin), kJ/mol: 0.0

---

An isolated molecule of C12H12N2O4, computed with ωB97M-V/def2-TZVPD.

Atoms and positions in Å:
O: 2.99493 -0.55240 -1.29291
O: 4.86961 -1.76019 -1.31956
O: 0.08596 -1.54902 0.36503
O: 2.32238 2.51742 0.26851
N: 1.76141 0.44540 0.94876
N: 0.40999 0.64707 0.66939
C: -4.25016 0.67737 -1.03524
C: -1.72706 -0.03564 -0.12970
C: 2.65887 1.40074 0.60946
C: -2.71080 -1.80551 1.37252
C: 4.08465 1.01715 0.82078
C: 4.23359 -0.84079 -0.87249
C: -0.35420 -0.41490 0.30039
C: -2.84882 -0.71681 0.35636
C: -1.87923 0.98348 -1.06626
C: -3.13539 1.33858 -1.52133
C: 4.75608 0.06935 0.17170
C: -4.10209 -0.33744 -0.10676
H: 1.98413 -0.54328 1.00042
H: 2.71386 -1.18891 -1.96978
H: -1.98655 -2.54399 1.03732
H: -2.34918 -1.39696 2.31608
H: 5.80512 -0.09696 0.37568
H: 4.60626 1.65796 1.51986
H: -5.23563 0.94945 -1.38290
H: -3.66618 -2.29294 1.54786
H: -3.24247 2.12604 -2.25170
H: -4.97657 -0.85081 0.26615
H: 0.18487 1.61301 0.46648
H: -1.00737 1.48353 -1.46412

Lowest unoccupied orbital energy, eV: -0.1
SMILES: Cc1ccccc1C(=O)NNC(=O)/C=C\C(=O)O
Kohn-Sham gap, eV: 9.196
Largest force on an atom, eV/A: 0.77
Total charge: 0
2S+1: 1
Relative energy (zero: lowest compared OMol25 entry of this formula, charge and spin), kJ/mol: 201.3

---

The ion C12H12N2P with charge +1 at a distorted geometry, computed with ωB97M-V/def2-TZVPD.

Atoms and positions in Å:
P: -3.48796 -1.57541 -0.96655
N: 0.24320 -0.41052 -0.33206
N: -1.80904 0.58918 0.34602
C: -0.50731 -1.50510 -0.73470
C: -3.74216 1.82997 1.18350
C: -3.08155 0.64766 0.50002
C: -3.97106 -0.31093 0.00957
C: 2.29019 0.42216 0.57052
C: 3.70776 -1.22818 -1.14729
C: 1.65641 -0.40982 -0.26758
C: 2.35514 -1.20568 -1.21310
C: -1.79753 -1.60477 -0.85760
C: 3.72081 0.34058 0.64341
C: 4.39698 -0.60385 -0.07001
C: -0.50336 0.84022 0.23591
H: 5.37463 -0.97135 -0.02093
H: 1.92405 1.15053 1.24089
H: -5.07217 -0.15120 0.06786
H: 4.08316 0.79892 1.46950
H: -4.65319 2.16345 0.54729
H: -0.33767 1.61624 -0.58362
H: -4.21798 1.51687 2.12242
H: 1.71080 -1.65240 -1.97927
H: 0.09255 -2.28674 -1.20927
H: -3.10212 2.70129 1.32870
H: 4.43417 -1.61046 -1.89984
H: 0.29326 0.90933 1.01623

Lowest unoccupied orbital energy, eV: -5.8
Kohn-Sham gap, eV: 6.139
Largest force on an atom, eV/A: 4.05
Total charge: +1
2S+1: 1
Relative energy (zero: lowest compared OMol25 entry of this formula, charge and spin), kJ/mol: 467.6

---

An isolated molecule of C12H12N6O3 at a distorted geometry, computed with ωB97M-V/def2-TZVPD.

Atoms and positions in Å:
O: -1.15409 2.77722 5.95941
O: 1.00091 -2.50781 1.70562
O: -2.09186 4.55649 6.88456
N: -2.84347 2.82558 1.30953
N: -0.43048 2.86776 2.64266
N: -4.23862 4.50444 1.04419
N: -2.80118 3.59920 2.44127
N: -1.78167 3.87076 5.87968
N: -3.71844 3.37496 0.51836
C: -0.07299 -3.44162 1.46392
C: -0.94644 0.62459 1.84449
C: -2.19769 4.29739 4.58863
C: -3.67242 4.64270 2.26957
C: 1.65211 -0.25581 2.22335
C: 1.31504 1.07601 2.51292
C: -0.01134 1.50756 2.35731
C: -0.66259 -0.71489 1.60289
C: -3.83887 5.56903 3.31615
C: -1.92965 3.27037 3.50461
C: -3.14632 5.34171 4.49385
C: 0.65087 -1.19042 1.83720
H: -0.59864 -3.21547 0.53567
H: 2.09614 1.76930 2.84036
H: 0.15683 3.34149 3.31516
H: 2.68144 -0.61510 2.30117
H: -1.44550 -1.39735 1.26199
H: -0.77798 -3.44791 2.29639
H: -2.11095 2.26504 3.90178
H: -1.94304 0.97845 1.61470
H: -0.53804 3.31860 1.72062
H: -3.33772 5.96404 5.37545
H: 0.42204 -4.39919 1.38580
H: -4.50592 6.39936 3.11792

Lowest unoccupied orbital energy, eV: -0.3
Kohn-Sham gap, eV: 7.740
Largest force on an atom, eV/A: 3.29
Total charge: 0
2S+1: 1

---

A cluster of 2 separate species, C12H12N6O4 in total at a distorted geometry, computed with ωB97M-V/def2-TZVPD.

Atoms and positions in Å:
O: -1.80470 -0.42672 2.69525
O: 2.61788 2.45225 -1.29751
O: 0.03566 -1.61123 3.43892
O: 0.50689 2.91063 -0.89785
N: 4.87403 -1.68790 2.43751
N: -0.59098 -0.53465 2.73821
N: 0.40037 -0.05174 -1.31982
N: 1.42910 -1.58162 3.26751
N: 1.57597 2.32631 -0.61669
N: -0.89774 -0.12292 -1.09139
C: 0.45304 0.21778 2.17558
C: 3.96910 -1.00689 2.15115
C: 1.17075 -1.07348 -1.45919
C: -3.14078 0.51365 -1.40866
C: 1.63028 -0.48833 2.49160
C: 0.40424 1.21469 1.21436
C: 1.61463 1.48007 0.54065
C: -3.05030 -1.01293 -1.41864
C: -1.71086 1.05619 -1.36178
C: 2.84587 -0.20572 1.79222
C: -1.55814 -1.35815 -1.44657
C: 2.82094 0.77830 0.80049
H: -1.28798 -2.14441 -0.71889
H: -1.56893 1.80078 -0.56201
H: -3.54991 -1.47914 -2.27643
H: -3.48528 -1.43050 -0.50639
H: -3.64415 0.94072 -2.27582
H: -1.24517 -1.71325 -2.44951
H: 2.23914 -0.84518 -1.52009
H: 0.84340 -2.11868 -1.57246
H: -1.41690 1.54612 -2.30939
H: -3.67487 0.86419 -0.52236
H: -0.50306 1.80666 1.09482
H: 3.69845 0.98508 0.19320

Lowest unoccupied orbital energy, eV: -2.3
SMILES: N#Cc1cc([N+](=O)[O-])cc2c1no[n+]2[O-].C=NN1CCCC1
Kohn-Sham gap, eV: 6.645
Largest force on an atom, eV/A: 3.28
Total charge: 0
2S+1: 1
Relative energy (zero: lowest compared OMol25 entry of this formula, charge and spin), kJ/mol: 458.9

---

The ion C12H12O2P with charge -1 at a distorted geometry, computed with ωB97M-V/def2-TZVPD.

Atoms and positions in Å:
P: 2.13927 0.77537 1.19709
O: 3.46418 1.60119 0.37925
O: 2.73348 -0.59155 1.30328
C: -1.51810 0.02199 2.60566
C: -0.32475 -0.19045 0.62968
C: -0.74101 0.61168 1.63596
C: -1.63519 -1.95881 1.30432
C: 0.13316 -0.50838 -2.42187
C: -0.66022 -1.51129 0.39557
C: 0.00276 1.82015 -0.78970
C: 1.23249 -0.47341 -1.38971
C: -2.08677 -1.14483 2.35649
C: -0.78249 1.67913 -1.89100
C: -0.80644 0.44970 -2.60508
C: 0.74269 0.40419 -0.22984
H: -1.91442 -3.03326 1.36150
H: 1.47986 -1.46287 -0.86020
H: 0.16037 -1.44825 -3.08984
H: -1.45694 2.40144 -2.24956
H: 4.13734 1.05513 0.03741
H: -0.08453 1.59170 1.74625
H: -0.01787 2.70019 -0.21284
H: -2.76912 -1.55465 3.03670
H: -0.27554 -2.11914 -0.37611
H: 2.16747 0.03734 -1.98913
H: -1.52067 0.24742 -3.39967
H: -1.79902 0.60028 3.51538

Lowest unoccupied orbital energy, eV: 3.5
SMILES: [O-]P(O)[C@@]1(c2ccccc2)C=CC=CC1
Kohn-Sham gap, eV: 6.655
Largest force on an atom, eV/A: 4.44
Total charge: -1
2S+1: 1
Relative energy (zero: lowest compared OMol25 entry of this formula, charge and spin), kJ/mol: 162.1

---

A cluster of 2 separate species, C12H13BN6O4 in total at a distorted geometry, computed with ωB97M-V/def2-TZVPD.

Atoms and positions in Å:
O: -2.24135 2.53960 3.79334
O: -2.85879 1.35373 2.04654
O: 0.06099 -3.05456 1.40683
O: 1.83379 -2.63364 2.81104
N: -2.00702 1.69097 2.90184
N: 0.05250 -1.09260 -2.38629
N: 2.34460 -1.57518 3.56547
N: -0.27690 0.36049 -3.94608
N: 3.10584 0.89938 5.99127
N: 0.71045 -2.21993 2.00870
C: 0.56057 -0.84502 2.25524
C: -0.72179 1.05683 2.86765
C: 1.52971 -0.54192 3.24517
C: -0.51171 -0.00278 1.95562
C: 0.22662 1.38736 3.88210
C: -0.60637 1.57372 -4.66165
C: 0.38406 -1.70349 -3.56779
C: 2.32850 0.75613 5.12832
C: 1.36613 0.60567 4.08020
C: 0.17556 -0.79234 -4.55435
C: 0.14874 -1.72576 -1.08921
C: -0.35686 0.18476 -2.59457
B: -0.80409 1.17271 -1.45869
H: 0.73658 -2.72023 -3.61519
H: 0.46857 -2.76487 -1.22693
H: 0.04608 2.23995 4.53364
H: -0.81810 -1.70136 -0.56937
H: -1.97434 1.48326 -1.65936
H: -0.06836 2.15323 -1.49459
H: -1.24944 -0.30561 1.22032
H: -1.65899 1.84881 -4.51390
H: -0.43103 1.40381 -5.73015
H: 0.31536 -0.88076 -5.61937
H: -0.70579 0.64068 -0.22440
H: 0.01853 2.41261 -4.32794
H: 0.87775 -1.20366 -0.45348

Lowest unoccupied orbital energy, eV: -2.3
Kohn-Sham gap, eV: 6.954
Largest force on an atom, eV/A: 3.41
Total charge: 0
2S+1: 1

---

A structure of composition C12H13BrCl3N3O2PSiW at a distorted geometry, computed with ωB97M-V/def2-TZVPD.

Atoms and positions in Å:
W: -1.23230 0.98148 -0.08598
Br: 0.26259 3.23550 0.61829
Cl: -1.42373 1.97791 -2.11472
Cl: -5.29537 0.96640 0.40613
Cl: -3.69459 3.38116 1.83775
P: -1.64630 -1.25518 -1.08800
Si: -3.44576 1.74864 0.67068
O: 0.73198 0.59316 -0.38470
O: 1.47503 0.03873 -2.40015
N: -0.17933 -1.06911 3.60864
N: -0.90808 0.12710 1.64914
N: -0.58522 -1.84569 5.90970
C: -0.41853 -2.42817 -0.45080
C: 1.85634 4.66068 -1.21581
C: -0.42277 -1.46394 4.83420
C: 1.30245 0.87107 -1.53954
C: 1.42572 3.37911 -0.93967
C: 3.03830 3.80702 -3.12792
C: 2.67486 4.86929 -2.31566
C: -3.25919 -2.04559 -0.80146
C: 2.58268 2.53266 -2.83938
C: 1.77396 2.28885 -1.73111
C: -0.58176 -0.44533 2.65806
C: -1.48874 -1.29649 -2.89300
H: -2.22092 -0.62868 -3.34554
H: -3.45322 -2.16572 0.26426
H: -3.26206 -3.02377 -1.28126
H: 0.57802 -2.02663 -0.62921
H: 3.01826 5.87135 -2.53413
H: -0.56272 -2.57430 0.61926
H: -0.51968 -3.38489 -0.96245
H: -1.66290 -2.31451 -3.24264
H: 2.83727 1.68632 -3.46146
H: 1.55438 5.48700 -0.58692
H: -4.04622 -1.43092 -1.23872
H: -0.48839 -0.98133 -3.17654
H: 3.67408 3.96979 -3.98718

Lowest unoccupied orbital energy (alpha / beta), eV: -5.8 / -5.4
Kohn-Sham gap (alpha / beta), eV: 6.156 / 7.288
Expectation value of S²: 2.018
Largest force on an atom, eV/A: 1.76
Total charge: +1
2S+1: 3
Relative energy (zero: lowest compared OMol25 entry of this formula, charge and spin), kJ/mol: 0.0

---

An isolated molecule of C12H13Cl at a distorted geometry, computed with ωB97M-V/def2-TZVPD.

Atoms and positions in Å:
Cl: -0.51385 -3.93841 -2.08455
C: 0.70936 -2.40128 -0.34333
C: 0.58781 0.07183 -0.61334
C: 0.02682 0.97741 0.28254
C: -0.47427 -0.55795 2.12236
C: 0.19037 1.56816 -2.47943
C: 0.00797 1.74404 2.59282
C: 0.73182 0.40128 -1.96933
C: -0.54266 2.14474 -0.27553
C: -0.55854 2.41553 -1.62398
C: 1.17251 -1.16938 -0.13494
C: -0.64353 -2.53227 -0.89849
C: -0.16768 0.78425 1.67643
H: 0.06543 1.57148 3.70838
H: -1.31708 -2.79032 -0.04780
H: 1.35514 -3.32235 -0.08532
H: -1.22148 -1.07559 1.49593
H: -0.78112 -0.49564 3.23186
H: 2.19806 -1.04223 0.32277
H: -0.99679 -1.68911 -1.39233
H: -1.05016 2.80157 0.31693
H: -0.88754 3.47982 -1.88557
H: 1.25773 -0.26276 -2.59711
H: 0.25663 1.79009 -3.58507
H: 0.09751 2.78106 2.16650
H: 0.49755 -1.25395 2.09960

Lowest unoccupied orbital energy, eV: 0.7
SMILES: C=C(C)c1ccccc1/C=C\CCl
Kohn-Sham gap, eV: 9.351
Largest force on an atom, eV/A: 4.32
Total charge: 0
2S+1: 1
Relative energy (zero: lowest compared OMol25 entry of this formula, charge and spin), kJ/mol: 0.0

---

A structure of composition C12H13ClCoO at a distorted geometry, computed with ωB97M-V/def2-TZVPD.

Atoms and positions in Å:
Co: -0.12650 -0.28037 0.08072
Cl: 1.03900 1.37421 0.79855
O: -2.28913 1.43349 0.56344
C: 0.83692 -1.89394 0.80908
C: -1.65820 1.08714 -0.38859
C: 0.61318 0.86443 -5.61944
C: -1.56296 1.53147 -1.79132
C: -0.43489 -1.76054 -1.12363
C: -0.54294 -1.88243 1.19008
C: -1.12005 2.24822 -4.95925
C: -0.81106 0.99757 -5.58270
C: 1.18408 2.03088 -5.01746
C: 0.11324 2.88913 -4.61338
C: -1.33412 -1.81101 -0.00151
C: 0.90094 -1.79348 -0.61452
H: -0.70764 -1.68008 -2.16313
H: -1.53921 0.28583 -5.98318
H: 1.80719 -1.74944 -1.20543
H: -0.92097 -1.90020 2.21092
H: 1.68635 -1.91601 1.48955
H: 0.21340 3.87222 -4.14198
H: -0.69375 1.00180 -2.26034
H: -2.46815 1.30080 -2.37744
H: -2.12439 2.65559 -4.79599
H: -2.41947 -1.78231 -0.04218
H: 2.25134 2.24572 -4.91212
H: 1.16788 0.03090 -6.06078
H: -1.36359 2.61221 -1.83297

Lowest unoccupied orbital energy (alpha / beta), eV: 6.0 / 5.8
Kohn-Sham gap (alpha / beta), eV: 4.715 / 6.090
Expectation value of S²: 3.782
Largest force on an atom, eV/A: 5.83
Total charge: -2
2S+1: 4
Relative energy (zero: lowest compared OMol25 entry of this formula, charge and spin), kJ/mol: 0.0